Entry 1:
21
Properties=species:S:1:pos:R:3:forces:R:3 method="wB97M-V/def2-TZVPD" lumo_ha=0.0352 total_energy_ev=-8495.4584 orbital_gap_ev=11.61 max_force_ha_per_bohr=0.025 smiles=C[C@H]1C[C@@H](C)C1.O e_homo_ev=-10.65
O 1.32682 -1.12731 2.87252 -0.653 -0.884 -0.029
C -2.49793 0.11103 -1.05173 -0.127 0.137 -0.086
C -1.07344 -0.35463 -0.97028 -0.121 0.071 -0.143
C 0.97981 -0.12965 -0.32117 -0.253 0.039 0.236
C 0.06481 0.62955 -1.28736 -0.072 0.103 -0.283
C 2.07588 0.71255 0.35201 -0.238 -0.114 0.197
C -0.45777 -0.58368 0.40382 0.506 -0.011 -0.211
H 0.38350 0.75839 -2.32100 0.084 -0.087 -0.070
H -0.11215 1.63483 -0.86545 -0.316 -0.331 -0.129
H 1.44124 -0.17744 2.89584 -0.345 0.175 -0.155
H 1.49178 -0.93008 -0.90562 -0.729 0.017 0.790
H -0.97536 -1.30674 -1.52357 0.229 0.506 -0.093
H -2.60256 1.05846 -0.51226 -0.172 -0.107 -0.051
H -0.74560 -1.58889 0.77843 0.942 0.331 0.082
H 1.63638 1.53402 0.93192 0.006 -0.183 0.079
H 2.76357 1.20697 -0.36156 -0.478 -0.442 -0.017
H 0.43969 -1.33966 2.50194 1.078 0.640 0.382
H 2.68872 0.08470 1.00096 -0.026 0.143 0.068
H -3.19773 -0.62834 -0.64003 0.116 0.188 -0.059
H -0.88842 0.16131 1.12434 0.852 -0.294 -0.515
H -2.74125 0.27458 -2.10174 -0.281 0.102 0.008

---

Entry 2:
16
Properties=species:S:1:pos:R:3:forces:R:3 method="wB97M-V/def2-TZVPD" lumo_ha=0.0380 total_energy_ev=-8867.2261 orbital_gap_ev=10.64 max_force_ha_per_bohr=0.013 smiles="C[C@H]1N[C@H]1CC=O" e_homo_ev=-9.60
O 1.20243 -2.01827 0.14994 0.432 0.508 -0.057
N -0.89827 1.37965 -0.72852 -0.105 0.206 -0.144
C 0.06087 0.29796 -0.94018 0.131 -0.206 -0.096
C 1.90200 -1.03232 0.09085 -0.268 -0.381 0.037
C -1.22227 0.03191 -0.25372 -0.125 -0.204 0.090
C 1.38308 0.35294 -0.21841 -0.070 0.025 -0.009
C -1.35390 -0.15607 1.23598 0.043 0.022 0.027
H -1.21114 -1.20746 1.50522 -0.026 0.145 -0.050
H 2.13845 0.90085 -0.79621 -0.093 -0.093 0.045
H -0.61838 0.44677 1.77654 -0.104 -0.083 -0.080
H -2.34654 0.16484 1.57046 0.129 -0.066 -0.048
H 1.28835 0.89747 0.73093 0.013 -0.092 -0.108
H 0.14237 -0.10200 -1.95103 -0.045 0.045 0.133
H 2.99402 -1.11234 0.27078 -0.079 0.006 0.058
H -1.39067 1.59470 -1.59109 0.075 0.002 0.133
H -1.93825 -0.54638 -0.83963 0.091 0.165 0.067

---

Entry 3:
89
Properties=species:S:1:pos:R:3:forces:R:3 method="wB97M-V/def2-TZVPD" lumo_ha=-0.0629 total_energy_ev=-65744.2386 orbital_gap_ev=7.35 max_force_ha_per_bohr=0.009 smiles="CCOCCOCCOCC1=C(CCCO)C(=O)C(P(O)O)=C(CC(=O)c2ccccc2)C1=O.c1ccccc1.c1ccccc1" e_homo_ev=-9.06
P 2.63117 -0.09601 2.19958 -0.032 0.320 -0.050
O -0.12306 -3.43040 -3.20534 0.244 -0.130 -0.164
O 0.35512 -2.04220 1.76999 0.005 -0.189 -0.005
O 2.84105 -1.34015 -2.75431 -0.022 0.010 0.120
O 1.16397 0.42218 2.68841 0.296 -0.122 0.220
O -1.13216 -0.99313 -2.05415 -0.033 -0.003 -0.113
O 5.80971 -1.24504 0.14465 -0.186 -0.099 0.082
O -2.49962 2.06670 -2.53136 0.098 -0.038 0.050
O -0.47132 -6.08361 2.93229 0.102 -0.013 -0.016
O 2.93584 -1.32717 3.24012 0.182 -0.057 -0.070
C 6.66545 2.76032 2.96804 -0.119 0.117 -0.132
C 2.19547 -1.08634 0.69599 0.007 0.042 0.086
C 5.84696 3.15541 1.92091 0.053 0.099 0.088
C -1.11483 1.51358 5.11688 0.012 -0.002 -0.003
C -7.16589 1.21379 -5.27298 0.009 0.006 0.001
C 0.21384 3.33936 5.93266 -0.014 -0.003 0.007
C -5.11689 1.57948 -4.06178 -0.104 0.063 -0.147
C 1.45181 -2.76420 -1.50707 0.211 -0.196 0.057
C 6.55511 0.49664 2.18466 0.177 -0.212 0.069
C 0.16073 -5.11504 2.09903 -0.354 0.091 -0.048
C 2.87528 -0.88829 -0.43907 -0.121 -0.326 -0.175
C -1.96395 4.30301 -1.63947 0.375 -0.103 -0.012
C -0.17156 -4.15995 -0.26845 -0.180 0.235 0.250
C 1.20877 -3.59380 -2.74639 -0.103 0.077 -0.053
C -7.35309 0.01584 -4.59739 -0.003 -0.004 -0.007
C -1.73989 3.24800 -2.73598 0.014 0.176 0.235
C -6.04788 1.99287 -5.00634 -0.014 -0.031 0.015
C -0.90920 3.88785 6.53692 0.006 0.002 -0.002
C 7.02633 1.42611 3.08770 0.111 0.288 0.265
C -1.48401 -1.48593 -3.34059 -0.108 -0.031 0.083
C 5.23052 -0.18416 0.21662 0.195 0.004 0.030
C 0.80134 -3.00323 -0.35506 0.227 -0.051 -0.136
C -1.96022 1.23694 -1.52049 0.030 -0.037 0.095
C 1.04871 -2.05620 0.76849 0.116 0.211 -0.025
C 0.11360 2.15164 5.22060 -0.029 0.070 0.098
C -0.78335 0.37935 -1.99924 0.025 -0.035 0.182
C -5.30572 0.37984 -3.39029 0.012 -0.024 0.004
C -6.42086 -0.40269 -3.65791 0.008 -0.003 0.009
C -2.13527 3.24567 6.43480 -0.003 0.005 0.003
C 5.71457 0.88027 1.14643 0.053 0.034 -0.085
C 5.37738 2.22226 1.01725 -0.157 0.054 -0.170
C -2.23767 2.05720 5.72532 -0.005 -0.007 -0.006
C -0.32998 -2.24060 -3.95793 -0.361 -0.051 -0.038
C 4.02750 0.05577 -0.68121 -0.153 0.103 -0.126
C 2.42210 -1.64734 -1.65546 -0.048 0.024 -0.101
C -0.80708 -4.53174 1.07386 -0.125 0.187 -0.161
H -1.32521 -3.66064 1.46989 -0.013 -0.060 0.150
H -8.22521 -0.59158 -4.80296 0.001 -0.004 -0.005
H -4.24529 2.17907 -3.84395 -0.069 -0.048 -0.010
H -7.89152 1.53955 -6.00743 -0.001 0.001 -0.001
H 1.91666 -3.31669 -3.52648 0.045 0.037 0.011
H 0.98577 1.72738 4.74637 0.009 0.001 -0.042
H 0.33787 -5.03963 -0.67330 -0.024 -0.010 -0.046
H 0.68377 -0.33107 3.06329 -0.341 -0.008 -0.278
H -3.19349 1.55515 5.64606 -0.003 0.001 -0.005
H 7.00686 3.50646 3.67245 0.100 -0.082 0.082
H -2.31647 -2.18062 -3.20635 0.010 -0.007 0.034
H -0.97541 -3.92903 -0.96996 0.040 -0.027 -0.071
H -0.43725 0.73231 -2.97530 0.025 0.032 -0.017
H 1.17076 3.83875 6.01566 0.003 0.003 0.000
H -1.03085 4.55710 -1.13474 -0.001 0.009 0.001
H -2.35818 5.22402 -2.06213 -0.183 -0.004 0.084
H 4.36442 -0.14310 -1.69839 0.056 0.073 -0.026
H -0.67550 2.99904 -2.79672 0.014 -0.026 -0.121
H 0.57024 -1.62314 -3.98287 0.040 0.015 0.007
H -6.56415 -1.33922 -3.13379 -0.006 0.002 0.007
H -2.63904 3.91783 -0.87764 -0.176 0.088 -0.074
H 7.67958 1.12486 3.89561 -0.018 -0.088 0.004
H -1.67986 1.82450 -0.63939 0.053 0.101 -0.066
H -1.83682 -0.68979 -4.00339 0.083 0.098 0.037
H -1.20082 0.58975 4.55831 -0.005 -0.003 -0.002
H -5.90184 2.92597 -5.53598 -0.006 0.006 0.003
H 0.97462 -5.62047 1.57382 0.072 -0.054 0.106
H -2.74594 0.55383 -1.19809 -0.067 0.023 -0.063
H 1.35695 -4.65500 -2.54024 -0.113 0.019 0.103
H 5.56634 4.19424 1.81114 0.016 0.021 -0.001
H 0.56439 -4.31247 2.71721 0.245 -0.018 -0.061
H -1.58195 -5.27397 0.87255 0.153 -0.167 -0.031
H -0.75456 -5.65089 3.74026 -0.061 -0.012 0.024
H -4.57969 0.05502 -2.65566 0.014 0.009 0.004
H 3.67180 1.08461 -0.66492 -0.021 0.004 0.158
H -2.04513 3.64632 -3.70183 -0.014 -0.110 -0.071
H 4.74734 2.57518 0.21186 -0.048 -0.117 -0.031
H -3.01103 3.67136 6.90758 -0.003 0.001 0.001
H 6.84657 -0.53870 2.29338 -0.108 -0.064 -0.130
H 2.75085 -2.20220 2.88221 -0.117 -0.031 0.154
H -0.82919 4.81611 7.08816 0.002 0.000 0.005
H 0.04808 0.46762 -1.29451 0.037 -0.071 -0.002
H -0.59725 -2.52069 -4.98270 0.083 0.023 -0.028